# 1
An isolated molecule of C17H17BrN2O2, computed with ωB97M-V/def2-TZVPD.

```
39
C17H17BrN2O2 (ωB97M-V/def2-TZVPD)
Br -1.07 3.69 -0.39
O 1.52 -1.79 -0.29
O 4.14 0.91 1.45
N 0.14 -0.33 -1.38
N 3.55 0.22 -0.61
C -0.13 0.61 2.22
C -1.13 -0.65 -0.87
C 1.35 -0.83 -1.01
C -2.62 -1.88 0.54
C -5.07 -1.34 0.69
C -0.14 2.33 0.58
C 1.84 1.04 0.91
C -2.20 0.14 -1.28
C 2.53 -0.06 -1.61
C 4.90 -0.17 -0.93
C -3.70 -1.09 0.15
C -3.47 -0.08 -0.77
C 1.19 0.33 1.91
C -0.81 1.61 1.55
C -1.35 -1.67 0.04
C 3.28 0.72 0.62
C 1.18 2.07 0.25
H 5.53 0.12 -0.09
H 2.99 -0.71 -2.37
H -2.78 -2.68 1.25
H -0.53 -2.29 0.36
H -5.64 -0.41 0.73
H 5.24 0.36 -1.83
H -0.64 0.05 2.99
H -2.04 0.94 -1.99
H 2.20 0.86 -2.10
H 1.69 2.66 -0.50
H -5.03 -1.78 1.68
H 4.97 -1.24 -1.08
H 0.13 0.46 -2.01
H 1.72 -0.46 2.43
H -4.28 0.55 -1.10
H -5.61 -2.03 0.04
H -1.84 1.83 1.77
```

Results
relative energy (zero: lowest compared OMol25 entry of this formula, charge and spin) = 0.3567 eV
2S+1 = 1

=====

# 2
A structure of composition C17H17BrNO12P2Ru, computed with ωB97M-V/def2-TZVPD.

```
51
C17H17BrNO12P2Ru (ωB97M-V/def2-TZVPD)
Ru -0.61 -0.25 -0.03
Br 4.99 0.04 3.66
P -2.17 -2.89 1.31
P -1.33 -2.70 -1.33
O -3.32 -3.31 2.11
O 0.02 -2.72 -0.66
O -2.42 -3.28 -0.29
O -0.87 -3.75 1.66
O -1.13 3.42 -1.61
O 1.56 -0.15 -2.25
O -0.66 1.26 -1.33
O -3.02 5.68 2.67
O -1.40 -3.83 -2.48
O -1.78 -1.42 1.26
O -1.71 -1.35 -1.85
O -2.50 4.63 4.61
N -1.23 1.26 1.16
C -1.88 3.56 1.21
C -2.14 3.49 2.58
C -2.64 4.72 3.37
C -1.93 2.27 3.20
C 1.15 -0.84 2.32
C 3.28 0.71 1.46
C 1.29 -1.70 -4.03
C 2.11 0.64 0.72
C 0.57 -0.37 -4.32
C 2.03 -1.41 -2.71
C -1.06 2.43 -0.91
C -1.48 1.17 2.47
C 1.03 -0.13 1.12
C 1.32 0.61 -3.43
C -1.42 2.44 0.55
C 3.38 -0.02 2.63
C 2.32 -0.80 3.07
H -0.20 -3.53 0.98
H -1.34 0.20 2.92
H -0.47 -0.41 -3.99
H -2.10 2.18 4.26
H 2.28 0.91 -3.87
H 0.34 -1.47 2.67
H 2.40 -1.37 3.99
H 4.11 1.32 1.13
H -2.22 -4.33 -2.41
H 1.82 -2.14 -1.93
H 0.74 1.49 -3.15
H 0.59 -0.09 -5.38
H 0.59 -2.52 -3.93
H 2.05 1.20 -0.21
H 3.12 -1.35 -2.87
H 2.00 -1.95 -4.82
H -2.04 4.48 0.67
```

Results
relative energy (zero: lowest compared OMol25 entry of this formula, charge and spin) = 0.7471 eV
2S+1 = 2
net charge = -2

=====

# 3
A structure of composition C17H17Cl2CrN4S3, computed with ωB97M-V/def2-TZVPD.

```
44
C17H17Cl2CrN4S3 (ωB97M-V/def2-TZVPD)
Cr 0.43 0.68 -0.11
Cl 0.05 0.18 2.43
Cl -2.15 -4.08 -0.20
S -1.01 2.56 -0.72
S 4.81 -0.58 -0.97
S -0.65 -1.37 -0.46
N -3.12 0.91 -1.17
N 2.43 0.24 -0.37
N -1.89 1.28 -2.94
N 2.50 -1.90 -1.31
C 5.64 1.93 0.04
C -3.79 0.14 -2.23
C -2.06 1.53 -1.64
C 2.93 2.48 0.56
C 3.91 3.41 0.86
C -3.62 0.93 0.18
C -1.78 -3.12 3.63
C -1.12 -1.91 3.59
C 3.08 -0.78 -0.87
C -2.09 -3.77 2.45
C -2.81 0.24 -3.40
C -0.77 -1.37 2.36
C -1.73 -3.22 1.24
C 4.65 1.01 -0.26
C 5.25 3.13 0.60
C -1.05 -1.99 1.14
C 3.30 1.27 -0.01
H 6.68 1.72 -0.16
H -3.90 -0.09 0.46
H -0.87 -1.37 4.49
H -3.95 -0.88 -1.89
H 3.06 -2.70 -1.56
H -4.50 1.58 0.26
H -2.61 -4.72 2.46
H -2.26 -0.70 -3.55
H 6.01 3.87 0.85
H -1.08 1.61 -3.43
H -4.76 0.60 -2.46
H -2.06 -3.55 4.58
H -3.29 0.52 -4.33
H -2.84 1.29 0.85
H 3.64 4.35 1.31
H 1.89 2.72 0.78
H 1.52 -2.05 -1.08
```

Results
relative energy (zero: lowest compared OMol25 entry of this formula, charge and spin) = 0.1064 eV
2S+1 = 5
net charge = +1

=====

# 4
A structure of composition C17H17Cl5MnN4OS, computed with ωB97M-V/def2-TZVPD.

```
46
C17H17Cl5MnN4OS (ωB97M-V/def2-TZVPD)
Mn -0.01 -1.32 0.22
Cl 4.72 -3.68 -3.56
Cl 1.68 -4.14 -4.14
Cl -0.45 -2.88 -2.12
Cl 3.41 -0.82 0.85
Cl 5.61 -2.01 -1.07
S -0.78 -3.10 1.49
O -0.54 0.36 -0.57
N -0.13 2.38 -1.48
N -0.08 -0.77 2.34
N -0.65 -2.29 4.06
N -2.19 1.32 -1.77
C 1.26 2.34 -1.06
C -3.04 0.14 -1.63
C 0.22 0.17 3.25
C -2.69 2.38 -2.65
C -0.38 -1.35 4.97
C 2.19 -3.25 -2.77
C 1.27 -2.71 -1.89
C 0.08 -0.08 4.59
C -2.01 3.69 -2.33
C -0.51 3.49 -2.36
C 3.55 -3.03 -2.50
C 3.95 -2.29 -1.39
C 2.98 -1.77 -0.54
C 1.64 -1.98 -0.78
C -0.58 -1.72 6.40
C -0.95 1.34 -1.27
C -0.49 -1.96 2.80
H -0.35 -0.90 7.08
H 1.92 2.07 -1.89
H -2.51 2.09 -3.70
H -0.16 3.30 -3.37
H -2.32 4.04 -1.34
H 0.00 4.38 -2.00
H 0.06 -2.57 6.64
H 0.56 1.12 2.87
H -2.30 4.45 -3.06
H 1.54 3.33 -0.69
H -4.07 0.47 -1.47
H 1.39 1.62 -0.26
H -3.01 -0.47 -2.53
H -2.74 -0.45 -0.78
H -3.76 2.45 -2.51
H 0.31 0.67 5.33
H -1.61 -2.05 6.55
```

Results
relative energy (zero: lowest compared OMol25 entry of this formula, charge and spin) = 0.0000 eV
2S+1 = 5
net charge = +1

=====

# 5
A structure of composition C17H17F6N4O8S2Ti, computed with ωB97M-V/def2-TZVPD.

```
55
C17H17F6N4O8S2Ti (ωB97M-V/def2-TZVPD)
Ti -0.77 0.33 -0.16
S -2.28 1.12 2.59
S -0.85 3.21 1.34
F -0.42 0.67 4.48
F -2.21 1.72 5.16
F 1.37 2.26 2.73
F 1.89 3.17 0.74
F -2.26 -0.44 4.84
F 0.86 1.21 0.78
O -2.55 0.27 -0.93
O -1.24 2.47 0.12
O -3.64 0.48 -2.94
O -3.72 1.25 2.56
O -1.61 0.12 1.71
O -3.31 2.24 -4.90
O -1.56 3.27 -5.84
O -0.82 4.64 1.35
N -0.22 0.93 -2.21
N 2.16 -1.66 2.09
N -1.64 2.60 2.56
N 0.15 2.16 -3.92
C 2.19 1.21 -2.76
C -1.77 0.69 4.37
C 0.95 -2.24 -0.10
C -0.29 -1.60 -0.25
C -1.42 -2.37 -0.59
C -1.25 -3.72 -0.95
C 3.04 -0.76 2.85
C 1.06 -3.54 -0.52
C 1.59 -2.70 2.86
C 0.72 1.42 -2.96
C -1.45 1.32 -2.75
C 0.95 2.54 1.47
C -1.21 2.03 -3.90
C -2.05 2.54 -4.99
C -0.03 -4.27 -0.93
C -2.67 0.68 -2.22
C 2.16 -1.64 0.66
H 2.43 0.14 -2.79
H -3.44 1.50 -4.23
H 3.74 -0.40 2.06
H 0.53 -2.50 2.99
H -2.16 -4.21 -1.29
H 2.49 1.45 -1.71
H 0.72 2.51 -4.66
H 1.59 -3.75 2.41
H -2.43 -2.00 -0.48
H 2.39 -0.60 0.33
H 3.60 -1.30 3.59
H 2.15 -2.69 3.79
H 2.45 0.06 3.38
H 0.18 -5.32 -1.14
H 2.07 -3.99 -0.50
H 2.76 1.73 -3.54
H 3.06 -2.24 0.32
```

Results
relative energy (zero: lowest compared OMol25 entry of this formula, charge and spin) = 1.6405 eV
2S+1 = 2

=====

# 6
A structure of composition C17H17F6N5O5PdS2SeSi, computed with ωB97M-V/def2-TZVPD.

```
55
C17H17F6N5O5PdS2SeSi (ωB97M-V/def2-TZVPD)
Pd -0.68 -1.13 -0.63
Se 5.70 -1.62 3.69
S -3.23 0.03 -0.81
S -4.89 2.22 -0.54
Si 0.70 1.89 -1.53
F -2.73 3.57 -1.33
F -5.38 -1.39 -0.31
F -2.93 3.36 0.81
F -4.32 -0.76 1.48
F -4.21 4.73 -0.26
F -3.50 -2.31 0.25
O -5.89 2.78 -1.37
O -2.13 0.45 0.10
O -0.71 -3.24 -1.36
O -5.15 1.70 0.76
O -2.61 -0.86 -1.82
N 3.96 -1.58 4.09
N -4.06 1.11 -1.45
N 5.44 -1.48 1.85
N -0.04 -1.33 1.40
N 1.45 -1.14 -0.84
C 3.50 -1.34 0.42
C 1.04 -1.51 3.94
C -4.21 -1.17 0.24
C -3.61 3.56 -0.31
C -0.31 -1.49 3.76
C -0.83 -1.40 2.46
C 3.32 -1.48 2.93
C 0.43 2.31 0.23
C 2.10 -1.25 0.36
C 2.15 -1.20 -1.97
C -0.61 1.72 -2.79
C 3.54 -1.34 -1.98
C 4.21 -1.39 -0.79
C 2.41 2.07 -2.15
C 1.90 -1.43 2.82
C 1.30 -1.33 1.55
C 4.15 -1.43 1.71
H 2.58 1.58 -3.11
H 4.06 -1.40 -2.93
H -0.55 2.05 0.63
H -1.00 -1.55 4.59
H 1.48 -1.59 4.93
H -0.13 -3.76 -1.94
H 5.29 -1.48 -0.76
H 2.53 3.15 -2.32
H 1.23 1.91 0.85
H -0.54 0.77 -3.34
H -1.60 -3.61 -1.46
H 1.58 -1.14 -2.89
H -0.38 2.50 -3.53
H 0.53 3.41 0.27
H -1.63 1.85 -2.43
H 3.18 1.77 -1.43
H -1.89 -1.38 2.28
```

Results
relative energy (zero: lowest compared OMol25 entry of this formula, charge and spin) = 2.2962 eV
2S+1 = 5
net charge = +2

=====

# 7
A structure of composition C17H17IrN2O3, computed with ωB97M-V/def2-TZVPD.

```
40
C17H17IrN2O3 (ωB97M-V/def2-TZVPD)
Ir 0.04 -0.25 0.15
O -0.70 -0.54 1.83
O 1.98 -0.51 0.21
O -0.79 -1.77 -0.84
N 0.59 1.65 0.81
N -1.26 0.94 -0.97
C 1.53 1.92 1.63
C 4.57 0.57 3.26
C -3.74 -1.00 -2.85
C -2.61 -0.78 -2.02
C -2.25 0.54 -1.71
C -2.32 -3.19 -1.87
C -4.14 -2.26 -3.18
C -1.03 2.38 -0.77
C 4.74 -0.62 2.54
C -3.42 -3.37 -2.67
C 2.79 -0.14 1.21
C 2.63 1.06 1.92
C 3.53 1.40 2.94
C -1.87 -1.89 -1.55
C -0.52 2.57 0.62
C -1.14 -1.85 2.16
C 3.86 -0.97 1.53
H 3.98 -1.88 0.96
H -0.23 3.61 0.79
H -2.01 -2.15 1.57
H -1.43 -1.82 3.21
H 5.57 -1.27 2.76
H -1.31 2.30 1.34
H -1.94 2.96 -0.93
H 3.39 2.33 3.48
H -0.36 -2.60 2.03
H -4.28 -0.15 -3.24
H -4.98 -2.42 -3.84
H -3.74 -4.37 -2.90
H 5.25 0.81 4.07
H -2.89 1.31 -2.14
H -1.76 -4.02 -1.48
H -0.29 2.71 -1.50
H 1.50 2.88 2.16
```

Results
relative energy (zero: lowest compared OMol25 entry of this formula, charge and spin) = 0.4767 eV
2S+1 = 2
net charge = +1

=====

# 8
A structure of composition C17H17N2O4PtS3, computed with ωB97M-V/def2-TZVPD.

```
44
C17H17N2O4PtS3 (ωB97M-V/def2-TZVPD)
Pt 0.66 -0.56 0.35
S -3.36 -1.64 -1.65
S 1.92 0.05 2.61
S -0.70 -2.39 -0.43
O 2.13 0.56 3.95
O 2.60 -0.46 -0.81
O 1.65 1.10 1.61
O 0.88 -1.00 2.54
N -1.20 -0.23 -1.96
N -0.03 0.27 -1.56
C -3.93 -0.99 0.95
C -3.79 -2.28 3.41
C -5.01 -1.72 1.43
C -4.95 -2.35 2.66
C 1.97 1.52 -1.99
C -2.78 -0.90 1.73
C 0.70 0.94 -2.40
C 0.33 1.02 -3.86
C 3.60 3.29 -2.17
C -3.98 -0.41 -0.42
C 4.13 1.32 -0.91
C 4.50 2.54 -1.41
C 3.45 -0.79 2.13
C -2.70 -1.55 2.95
C 2.36 2.77 -2.45
C -1.64 -1.31 -1.40
C 2.86 0.74 -1.18
H 0.97 1.73 -4.38
H -0.71 1.29 -3.98
H -1.92 -0.33 1.38
H 4.27 -0.11 2.31
H -5.80 -2.91 3.02
H 4.82 0.73 -0.32
H 1.65 3.37 -3.01
H -1.79 -1.50 3.52
H -3.73 -2.79 4.36
H 3.38 -1.06 1.08
H 3.53 -1.67 2.76
H -3.33 0.47 -0.53
H 3.88 4.27 -2.53
H -5.00 -0.18 -0.73
H 5.49 2.93 -1.21
H 0.48 0.04 -4.30
H -5.90 -1.81 0.82
```

Results
energy = -2382.39075 hartree
2S+1 = 3
net charge = -1

=====

# 9
A structure of composition C17H17N3O3Pt, computed with ωB97M-V/def2-TZVPD.

```
41
C17H17N3O3Pt (ωB97M-V/def2-TZVPD)
Pt 0.30 0.52 0.20
O -0.49 -0.26 -1.55
O 2.01 0.61 -1.07
O 0.56 0.51 2.11
N -1.98 -1.46 -0.29
N 2.09 -0.18 -2.14
N -1.28 -1.19 0.73
C -0.33 0.32 3.10
C 2.39 -1.48 -1.98
C 1.89 0.35 -3.35
C -2.61 -1.13 -5.05
C -2.28 -1.37 -2.67
C -2.59 -2.70 2.19
C -3.33 -2.29 -2.62
C -0.10 1.18 4.31
C -1.92 -0.79 -3.90
C 2.29 -1.78 -4.35
C -3.66 -2.04 -4.99
C 1.99 -0.43 -4.48
C -4.01 -2.62 -3.78
C -1.55 -1.00 -1.47
C 2.49 -2.31 -3.08
C -1.27 -0.72 3.09
C -1.69 -1.51 2.06
H 2.54 -1.79 -0.96
H 2.73 -3.35 -2.93
H 0.44 0.62 5.08
H -2.11 -3.60 1.82
H 1.84 0.02 -5.45
H -3.61 -2.73 -1.67
H 0.50 2.04 4.04
H -3.51 -2.55 1.61
H -4.20 -2.30 -5.89
H -1.04 1.52 4.74
H 1.66 1.41 -3.35
H -2.85 -2.85 3.23
H -2.34 -0.68 -5.99
H 2.37 -2.41 -5.22
H -1.73 -0.93 4.05
H -4.83 -3.33 -3.73
H -1.12 -0.07 -3.93
```

Results
energy = -1166.80446 hartree
2S+1 = 6
net charge = +1

=====

# 10
An isolated molecule of C17H17N3O4, computed with ωB97M-V/def2-TZVPD.

```
41
C17H17N3O4 (ωB97M-V/def2-TZVPD)
O 2.17 0.75 -2.12
O 0.53 -5.72 3.56
O 1.73 -4.54 2.23
O 1.02 1.51 1.17
N 0.84 0.25 1.69
N 0.84 -4.67 3.04
N 0.13 1.40 -1.34
C -2.69 -0.02 -3.22
C -1.35 -1.26 4.14
C 2.02 1.52 0.15
C 1.46 1.16 -1.23
C -1.30 1.20 -4.74
C -1.63 -2.48 4.73
C -0.07 0.14 2.56
C -0.91 -3.61 4.37
C 0.73 2.46 -4.00
C 0.09 -3.50 3.41
C -0.43 1.56 -3.72
C -1.84 0.32 -2.19
C 0.38 -2.29 2.81
C -0.70 1.09 -2.44
C -2.42 0.41 -4.50
C -0.34 -1.15 3.17
C 2.62 2.92 0.10
H -3.56 -0.62 -3.02
H 2.79 0.78 0.40
H 1.16 -2.22 2.06
H 1.66 1.89 -3.94
H 0.78 3.26 -3.27
H 1.83 3.65 -0.10
H -1.91 -0.38 4.42
H -2.03 -0.02 -1.18
H -0.35 1.59 -0.47
H 3.36 2.97 -0.70
H -2.41 -2.55 5.47
H 0.65 2.89 -4.99
H -3.07 0.15 -5.32
H 3.10 3.17 1.04
H -1.11 -4.57 4.82
H -1.10 1.55 -5.75
H -0.67 0.99 2.88
```

Results
relative energy (zero: lowest compared OMol25 entry of this formula, charge and spin) = 2.9991 eV
2S+1 = 1

=====

# 11
An isolated molecule of C17H17N3O4S2, computed with ωB97M-V/def2-TZVPD.

```
43
C17H17N3O4S2 (ωB97M-V/def2-TZVPD)
S -3.69 1.94 -0.18
S -0.80 2.30 0.85
O 1.14 -1.73 1.37
O 3.97 0.67 -0.59
O -2.13 -2.29 -1.93
O -2.31 -0.77 1.89
N -1.46 0.99 -1.28
N -3.07 -1.12 -0.22
N -1.14 -2.39 0.12
C 0.71 0.14 -2.04
C -4.03 0.66 1.10
C 3.31 -1.97 0.95
C -1.96 1.68 -0.33
C 0.45 1.52 -0.06
C -3.05 -0.49 0.98
C 1.81 1.50 0.18
C 4.85 2.84 0.11
C 1.26 -2.55 0.30
C -0.11 0.86 -1.18
C 2.58 -2.73 0.00
C 2.06 0.11 -1.79
C 4.67 1.36 0.42
C 2.39 -1.38 1.75
C 0.02 -3.13 -0.29
C 2.63 0.79 -0.70
C -2.07 -1.98 -0.76
H 5.36 2.96 -0.84
H 0.07 -3.13 -1.38
H -3.94 1.11 2.09
H -0.08 -4.18 0.04
H 2.47 -0.73 2.60
H 2.73 -0.43 -2.43
H 4.38 -1.88 1.02
H -3.70 -0.78 -0.94
H -5.06 0.33 0.92
H 4.19 1.22 1.39
H 2.20 2.01 1.04
H 2.98 -3.33 -0.79
H -1.17 -2.01 1.06
H 5.44 3.31 0.89
H 3.89 3.35 0.05
H 5.65 0.87 0.45
H 0.27 -0.38 -2.88
```

Results
relative energy (zero: lowest compared OMol25 entry of this formula, charge and spin) = 0.1042 eV
2S+1 = 1

=====

| no. | largest force on an atom (eV/A) |
| --- | --- |
| 1 | 0.5 |
| 2 | 0.9 |
| 3 | 0.3 |
| 4 | 0.7 |
| 5 | 3.0 |
| 6 | 0.6 |
| 7 | 4.7 |
| 8 | 2.3 |
| 9 | 0.7 |
| 10 | 1.3 |
| 11 | 1.1 |